*1*
Entry from the OMol25 dataset: a gas-phase ion, C4H8N3S (charge +1) (ωB97M-V/def2-TZVPD).

Geometry as XYZ:
```
16
C4H8N3S (ωB97M-V/def2-TZVPD)
C -1.284 0.611 2.484
S 0.436 0.370 1.886
C 0.292 -0.150 0.208
N -0.157 -1.554 -0.394
C 1.136 -1.055 -0.709
N 1.137 -0.347 -1.935
C 0.316 0.699 -1.956
N -0.207 0.808 -0.782
H -1.471 -0.069 3.350
H -1.951 0.379 1.691
H -1.477 1.666 2.864
H -0.350 -2.478 -0.017
H 2.214 -1.438 -0.614
H 1.645 -0.599 -2.711
H 0.415 1.440 -2.776
H -0.695 1.717 -0.589
```

Kohn-Sham gap: 9.49 eV
HOMO energy: -13.17 eV
SMILES: CS[C@]12N[C@H]1NC=[NH+]2
Net charge: +1

Need the Mulliken charges? In units of e they are: -0.761 -0.020 -0.199 -0.553 0.278 -0.072 -0.067 -0.006 0.320 0.304 0.283 0.282 0.393 0.146 0.363 0.310

---

*2*
Entry from the OMol25 dataset: a gas-phase ion, C4H8N3S (charge +1) (ωB97M-V/def2-TZVPD).

Geometry as XYZ:
```
16
C4H8N3S (ωB97M-V/def2-TZVPD)
C 0.090 1.300 -0.101
C 1.135 -0.682 -0.003
C 2.391 1.479 -0.015
C -2.384 -1.472 -0.231
N -0.089 -1.321 -0.029
N 1.154 0.707 0.028
N -1.276 -0.870 0.278
S 2.534 -1.509 -0.058
H -0.209 2.321 -0.225
H 2.447 2.261 -0.907
H 2.597 1.874 0.899
H 3.267 0.807 -0.261
H -2.168 -1.931 -1.183
H -3.214 -0.796 -0.289
H -2.931 -2.191 0.381
H 0.058 -2.152 -0.613
```

Kohn-Sham gap (spin up / spin down): 6.47 / 7.59 eV
HOMO energy (spin up / spin down): -12.34 / -13.48 eV
Net charge: +1

Need the Mulliken charges? In units of e they are: 0.050 0.369 -0.866 -0.788 0.101 0.052 -0.379 -0.276 0.394 0.337 0.385 0.314 0.363 0.328 0.300 0.316

---

Least stable structure: *2*

---

*1*
Entry from the OMol25 dataset: 2 unconnected molecules or ions with the total composition C3H13N2O (ωB97M-V/def2-TZVPD).

Geometry as XYZ:
```
19
C3H13N2O (ωB97M-V/def2-TZVPD)
C 0.758 0.613 1.295
C -0.247 -0.542 1.238
C 0.132 -1.683 0.248
N 0.460 -1.245 -1.173
N 0.993 1.240 -0.036
H 1.712 0.178 1.586
H 0.471 1.390 1.988
H -1.266 -0.231 0.968
H -0.283 -1.041 2.208
H 1.003 -2.199 0.653
H -0.727 -2.332 0.140
H -0.401 -1.113 -1.685
H 0.883 -2.022 -1.650
H 1.614 2.014 0.136
H 0.993 -0.284 -1.066
H 0.118 1.680 -0.376
H -2.102 2.639 -1.513
H -2.430 1.171 -1.524
O -1.681 1.767 -1.436
```

Kohn-Sham gap: 10.85 eV
HOMO energy: -14.04 eV
Net charge: +1

Need the Mulliken charges? In units of e they are: -0.574 -0.512 -0.731 -0.219 -0.585 0.346 0.418 0.316 0.325 0.385 0.348 0.311 0.342 0.280 0.419 0.146 0.295 0.305 -0.615

---

*2*
Entry from the OMol25 dataset: 2 unconnected molecules or ions with the total composition C3H13N2O (ωB97M-V/def2-TZVPD).

Geometry as XYZ:
```
19
C3H13N2O (ωB97M-V/def2-TZVPD)
C 1.652 -1.601 0.242
C 1.710 -0.077 0.253
C 0.554 0.541 -0.546
N -0.673 0.539 0.302
N 0.370 -1.943 0.938
H 1.592 -2.052 -0.746
H 2.540 -1.983 0.721
H 2.611 0.352 -0.177
H 1.499 0.208 1.287
H 0.242 -0.106 -1.364
H 0.670 1.535 -0.964
H -0.674 -0.404 0.749
H -0.607 1.205 1.076
H -1.542 0.803 -0.172
H 0.131 -2.914 0.754
H 0.628 -2.005 1.923
H -2.622 2.653 -1.838
H -3.640 2.398 -0.780
O -2.764 2.108 -1.057
```

Kohn-Sham gap: 11.67 eV
HOMO energy: -14.43 eV
Net charge: +1

Need the Mulliken charges? In units of e they are: -0.513 -0.637 -0.593 -0.221 -0.670 0.377 0.353 0.356 0.288 0.358 0.412 0.407 0.345 0.302 0.251 0.222 0.304 0.311 -0.649

---

Least stable structure: *1*

---

*1*
Entry from the OMol25 dataset: a gas-phase ion, C2H2BO3 (charge -1) (ωB97M-V/def2-TZVPD).

Geometry as XYZ:
```
8
C2H2BO3 (ωB97M-V/def2-TZVPD)
B 0.889 -0.872 -0.461
C -0.563 -0.256 -0.534
O -1.612 -0.278 -1.160
C -0.513 0.907 0.714
O 0.072 1.917 0.440
O -1.055 0.490 1.724
H 0.970 -1.653 0.435
H 1.812 -0.255 -1.159
```

Kohn-Sham gap: 6.75 eV
HOMO energy: -3.33 eV
SMILES: BC(=O)C(=O)[O-]
Net charge: -1

Need the Mulliken charges? In units of e they are: 0.010 0.441 -0.576 0.464 -0.592 -0.622 -0.068 -0.057

---

*2*
Entry from the OMol25 dataset: a molecular structure, C2H2BO3 (ωB97M-V/def2-TZVPD).

Geometry as XYZ:
```
8
C2H2BO3 (ωB97M-V/def2-TZVPD)
B -0.248 0.073 -0.037
C -1.708 -0.629 0.017
C -2.276 0.707 0.068
O -1.134 1.411 0.062
O -2.480 -2.217 0.018
O -3.377 1.205 -0.071
H 0.224 -0.232 0.967
H 0.393 0.030 -1.087
```

Kohn-Sham gap (spin up / spin down): 8.88 / 7.89 eV
HOMO energy (spin up / spin down): -5.64 / -4.96 eV
Net charge: -1

Need the Mulliken charges? In units of e they are: 0.172 -0.116 0.850 -0.482 -0.519 -0.640 -0.134 -0.134

---

Least stable structure: *2*